{"formula": "C5H14", "method": "ωB97M-V/def2-TZVPD", "elements": ["C", "C", "C", "H", "H", "H", "H", "H", "H", "H", "H", "C", "C", "H", "H", "H", "H", "H", "H"], "coordinates": [[-0.46, -1.97, -0.89], [-1.32, -1.30, 0.37], [-0.10, -1.24, -2.05], [-1.00, -2.88, -1.12], [0.43, -2.18, -0.25], [-1.15, -0.23, 0.30], [-2.35, -1.62, 0.24], [0.53, -0.39, -1.85], [-0.97, -1.68, 1.32], [-0.98, -0.96, -2.66], [0.47, -1.93, -2.72], [0.84, 2.91, 1.06], [0.99, 1.42, 1.42], [0.78, 3.49, 1.97], [1.68, 3.21, 0.44], [0.02, 3.09, 0.36], [1.96, 1.28, 1.89], [0.94, 0.86, 0.48], [0.18, 1.05, 2.05]], "mulliken_charge": [0.005, -0.778, -0.953, 0.350, 0.300, 0.285, 0.347, 0.334, 0.384, 0.350, 0.364, -0.957, -0.338, 0.306, 0.294, 0.300, 0.353, -0.185, 0.241], "energy_ha": -198.47595, "spin_multiplicity": 2, "homo_lumo_gap_ev": [11.70, 4.45], "relative_energy_ev": 0.2997, "s_squared": 0.753, "max_force_ev_per_a": 1.731, "charge": 1}